(1)
Formula: C6H16N2
Source: the OMol25 dataset
Level of theory: ωB97M-V/def2-TZVPD

## Properties
Highest occupied orbital energy (eV): -8.18
Total charge: 0
SMILES string: CCCN(C)CCN
Molecular weight (g mol⁻¹): 116.2
Lowest unoccupied orbital energy (hartree): 0.0379

Last column: Löwdin charge in e.
CARTESIAN COORDINATES (ANGSTROEM)
C 1.770 1.133 -0.609  -0.265
C 2.925 1.953 -0.042  -0.109
C 0.516 0.990 0.232  -0.250
N -0.438 0.035 -0.266  -0.244
C -1.045 0.380 -1.545  -0.082
C -1.353 -0.522 0.745  -0.213
C -1.434 -2.021 0.504  -0.293
N -2.090 -2.742 1.569  -0.002
H 1.575 1.414 -1.661  0.094
H 2.175 0.137 -0.903  0.114
H 3.860 1.431 -0.243  0.067
H 2.830 2.129 1.015  0.061
H 3.016 2.922 -0.539  0.068
H 0.796 0.701 1.258  0.116
H 0.096 2.002 0.472  0.130
H -0.315 0.853 -2.192  0.063
H -1.206 -0.539 -2.142  0.088
H -1.907 1.040 -1.400  0.088
H -1.056 -0.248 1.759  0.107
H -2.325 0.019 0.765  0.121
H -0.418 -2.340 0.250  0.110
H -1.907 -2.111 -0.487  0.109
H -2.633 -3.513 1.213  0.058
H -1.431 -3.102 2.247  0.067

***

(2)
Formula: C4H7N3
Source: the OMol25 dataset
Level of theory: ωB97M-V/def2-TZVPD

## Properties
Highest occupied orbital energy (eV): -9.49
Total charge: 0
SMILES string: C=NC(N=C)N=C
Molecular weight (g mol⁻¹): 97.1
Lowest unoccupied orbital energy (hartree): 0.0401

Last column: Löwdin charge in e.
CARTESIAN COORDINATES (ANGSTROEM)
C -1.733 1.306 0.115  -0.085
C -0.046 -2.362 0.305  -0.037
C 1.763 1.118 -0.874  -0.023
C 0.044 -0.160 0.281  -0.497
N -1.400 0.133 0.083  0.033
N 0.143 -1.383 -0.466  0.029
N 0.837 0.963 -0.048  -0.021
H -2.819 1.501 0.102  0.077
H -1.043 2.155 0.156  0.074
H -0.040 -3.326 -0.149  0.065
H -0.118 -2.127 1.351  0.067
H 1.951 2.177 -0.966  0.067
H 2.304 0.231 -1.308  0.093
H 0.156 -0.227 1.420  0.156